Entry one
The molecule C7H9N, computed with ωB97M-V/def2-TZVPD.

The value obtained for the HOMO-LUMO gap is 8.968 eV. As for the LUMO energy: 0.03601 Eh. The calculation puts the HOMO energy at -7.988 eV. Its structure (SMILES) is CNc1ccccc1.

Positions of all 17 atoms, in Å:
H -2.43 0.91 -0.73
H 1.95 2.39 -0.11
C 2.39 0.26 0.05
N -1.62 -0.75 -0.01
C 0.22 0.99 -0.05
H 0.25 -2.60 0.04
H 2.68 -1.96 0.05
C 2.02 -1.16 0.08
H -2.45 1.13 1.02
H 3.63 0.59 0.17
H -0.46 1.95 -0.07
C -0.29 -0.41 -0.02
H -3.66 -0.25 0.29
C 1.52 1.23 -0.05
C -2.60 0.30 0.09
H -1.84 -1.26 -0.72
C 0.70 -1.37 0.00

Löwdin atomic charge list, values in e, 4 entries: number 1, H, carries 0.03; number 2, H, carries 0.17; number 3, C, carries -0.14; number 4, N, carries -0.06

Entry two
C7H9N as an isolated structure, computed with ωB97M-V/def2-TZVPD.

The value obtained for the HOMO-LUMO gap is 9.035 eV. As for the LUMO energy: 0.01151 Eh. The calculation puts the HOMO energy at -8.722 eV.

Positions of all 17 atoms, in Å:
C -1.97 -0.06 -0.52
H -3.46 0.49 0.58
H -1.71 -0.58 -1.47
H -1.09 0.37 -0.06
C 1.31 1.30 -0.14
C 2.16 0.26 -0.44
H -1.15 -0.64 1.33
H -4.03 -0.51 -0.76
C 0.70 -1.30 0.32
H 0.52 -2.39 0.49
C -0.18 -0.35 0.79
H 1.76 2.33 -0.22
C 0.15 1.04 0.57
H -0.45 1.84 0.99
H 3.06 0.53 -0.93
C -3.29 0.09 -0.24
N 1.89 -1.04 -0.28

Löwdin atomic charge list, values in e, 4 entries: number 1, C, carries -0.08; number 2, H, carries -0.04; number 3, H, carries 0.10; number 4, H, carries -0.07

Entry three
C7H9N as an isolated structure, computed with ωB97M-V/def2-TZVPD.

The value obtained for the HOMO-LUMO gap is 7.162 eV. As for the LUMO energy: 0.00707 Eh. The calculation puts the HOMO energy at -6.969 eV.

Positions of all 17 atoms, in Å:
C 1.37 -0.61 -1.65
C -2.15 -0.21 2.01
C 2.47 -0.12 -2.19
H 2.89 0.84 -1.89
H -1.29 1.72 0.26
N 0.81 1.22 0.10
H -2.90 -0.12 1.20
C -0.51 -0.50 0.01
H 3.04 -0.70 -2.89
H -2.26 -1.23 2.38
C -0.51 1.07 0.65
H 1.04 -1.57 -2.02
C 0.60 -0.02 -0.60
H -1.05 -1.30 -0.48
H 1.51 1.07 0.84
C -0.74 -0.05 1.46
H -2.32 0.51 2.80

Löwdin atomic charge list, values in e, 4 entries: number 1, C, carries -0.14; number 2, C, carries -0.10; number 3, C, carries 0.02; number 4, H, carries 0.06

Of them, the most stable is entry one and the least stable is entry three.

Entry one
The molecule C7H9N, computed with ωB97M-V/def2-TZVPD.

The value obtained for the HOMO-LUMO gap is 9.391 eV. As for the LUMO energy: 0.01207 Eh. The calculation puts the HOMO energy at -9.063 eV. Its structure (SMILES) is C[C@H]1C[C@@H]1/C=C/C#N.

Positions of all 17 atoms, in Å:
N -2.36 -2.42 -3.44
C -0.17 -0.43 0.38
C 1.31 -0.55 0.75
H 1.58 -0.84 1.65
C -0.73 -1.58 -1.64
H 0.43 1.76 2.57
H -2.07 0.21 -0.68
H -0.18 2.73 1.23
C -1.58 -2.01 -2.70
C 0.71 0.83 0.50
C 0.51 1.95 1.49
H -0.69 -0.10 1.26
H 0.79 1.21 -0.39
H 1.45 2.74 1.38
H 0.37 -2.04 -1.37
H 1.82 -0.86 -0.22
C -1.20 -0.58 -0.77

Löwdin atomic charge list, values in e, 4 entries: number 1, N, carries 0.13; number 2, C, carries -0.27; number 3, C, carries -0.02; number 4, H, carries 0.06

Entry two
A 2-piece molecular cluster, C7H9N overall, computed with ωB97M-V/def2-TZVPD.

The value obtained for the HOMO-LUMO gap is 9.128 eV. As for the LUMO energy: 0.02951 Eh. The calculation puts the HOMO energy at -8.325 eV. Its structure (SMILES) is c1ccncc1.C=C.

Positions of all 17 atoms, in Å:
C -0.43 -1.29 -0.35
H -0.17 -0.27 2.16
C 1.31 0.56 0.91
H 0.70 1.17 -2.33
C -0.09 0.30 1.14
H -0.46 -1.75 -1.39
C -1.27 -1.57 0.63
C -0.67 0.90 -0.89
H 1.71 0.64 2.08
H -1.53 1.17 -1.58
N -1.04 0.64 0.31
C 1.76 1.06 -0.34
H -1.82 -2.53 0.49
H 2.67 1.44 -0.63
C 0.67 0.99 -1.29
H 0.19 -0.47 -0.43
H -1.53 -0.99 1.52

Löwdin atomic charge list, values in e, 4 entries: number 1, C, carries -0.11; number 2, H, carries 0.14; number 3, C, carries -0.05; number 4, H, carries 0.09

Of them, the most stable is entry one and the least stable is entry two.